[1]
The following is a DFT calculation (ωB97M-V/def2-TZVPD) of a single C21H17F3N4OS molecule.

Properties
Energy above the lowest of the compared OMol25 structures with the same formula, charge and spin = 13.48 kcal per mole
HOMO level = -7.9264 eV
HOMO-LUMO gap = 0.298 Eh
SMILES = CSc1nc(-c2ccnc(NCc3ccco3)c2)c(-c2cccc(C(F)(F)F)c2)[nH]1

Bonds (Å) are listed after each position.
Geometry (Å):
1 C 1.021 0.071 5.336  S2 1.845, H31 1.106, H32 1.124, H33 1.108
2 S 2.360 -0.947 4.578  C1 1.845, C3 1.771
3 C 1.969 -0.536 2.900  S2 1.771, N4 1.303, N30 1.396
4 N 0.945 0.143 2.469  C3 1.303, C5 1.394
5 C 1.061 0.349 1.095  N4 1.394, C6 1.477, C19 1.411
6 C 0.036 1.150 0.397  C5 1.477, C7 1.394, C18 1.391
7 C 0.313 1.885 -0.755  C6 1.394, C8 1.379, H34 1.074
8 C -0.640 2.639 -1.406  C7 1.379, N9 1.329, H35 1.083
9 N -1.898 2.689 -0.979  C8 1.329, C10 1.345
10 C -2.199 2.018 0.148  N9 1.345, N11 1.419, C18 1.408
11 N -3.579 2.095 0.472  C10 1.419, C12 1.490, H36 1.022
12 C -4.303 1.073 1.278  N11 1.490, C13 1.506, H37 1.138, H38 1.084
13 C -4.298 -0.302 0.663  C12 1.506, C14 1.385, O17 1.369
14 C -3.784 -0.746 -0.544  C13 1.385, C15 1.436, H39 1.086
15 C -4.157 -2.123 -0.703  C14 1.436, C16 1.367, H40 1.052
16 C -4.839 -2.408 0.447  C15 1.367, O17 1.369, H41 1.097
17 O -4.867 -1.357 1.324  C13 1.369, C16 1.369
18 C -1.266 1.256 0.876  C6 1.391, C10 1.408, H42 1.076
19 C 2.241 -0.275 0.639  C5 1.411, C20 1.468, N30 1.393
20 C 2.862 -0.413 -0.685  C19 1.468, C21 1.393, C29 1.394
21 C 4.246 -0.497 -0.808  C20 1.393, C22 1.403, H43 1.083
22 C 4.860 -0.704 -2.052  C21 1.403, C23 1.403, H44 1.090
23 C 4.091 -0.832 -3.219  C22 1.403, C24 1.394, H45 1.088
24 C 2.703 -0.738 -3.122  C23 1.394, C25 1.520, C29 1.399
25 C 1.801 -0.872 -4.338  C24 1.520, F26 1.353, F27 1.379, F28 1.364
26 F 2.482 -1.031 -5.495  C25 1.353
27 F 1.012 -1.988 -4.151  C25 1.379
28 F 1.012 0.233 -4.461  C25 1.364
29 C 2.127 -0.556 -1.861  C20 1.394, C24 1.399, H46 1.071
30 N 2.798 -0.792 1.806  C3 1.396, C19 1.393, H47 1.006
31 H 0.054 -0.162 4.853  C1 1.106
32 H 0.884 -0.051 6.446  C1 1.124
33 H 1.210 1.142 5.121  C1 1.108
34 H 1.331 1.923 -1.099  C7 1.074
35 H -0.333 3.245 -2.250  C8 1.083
36 H -4.107 2.636 -0.215  N11 1.022
37 H -3.869 1.008 2.328  C12 1.138
38 H -5.335 1.391 1.370  C12 1.084
39 H -3.198 -0.220 -1.291  C14 1.086
40 H -3.945 -2.779 -1.498  C15 1.052
41 H -5.298 -3.374 0.694  C16 1.097
42 H -1.534 0.721 1.771  C18 1.076
43 H 4.828 -0.413 0.101  C21 1.083
44 H 5.946 -0.742 -2.132  C22 1.090
45 H 4.542 -0.976 -4.198  C23 1.088
46 H 1.070 -0.498 -1.696  C29 1.071
47 H 3.644 -1.335 1.847  N30 1.006



[2]
The following is a DFT calculation (ωB97M-V/def2-TZVPD) of a single C21H17F3N6O2 molecule.

Properties
Energy above the lowest of the compared OMol25 structures with the same formula, charge and spin = 21.84 kcal per mole
HOMO level = -8.1590 eV
HOMO-LUMO gap = 0.280 Eh
SMILES = Cc1cn(-c2ccc3n(c2=O)CCN(Cc2cnn4ccc(C(F)(F)F)cc24)C3=O)cn1

Bonds (Å) are listed after each position.
Geometry (Å):
1 C 5.143 5.887 -4.361  C2 1.527, H33 1.024, H34 1.090, H35 1.001
2 C 3.859 5.712 -3.553  C1 1.527, C3 1.367, N32 1.330
3 C 3.516 4.589 -2.853  C2 1.367, N4 1.388, H36 1.086
4 N 2.310 4.844 -2.213  C3 1.388, C5 1.388, C31 1.406
5 C 1.501 4.054 -1.407  N4 1.388, C6 1.398, C10 1.458
6 C 0.114 4.157 -1.548  C5 1.398, C7 1.455, H37 1.072
7 C -0.728 3.208 -0.834  C6 1.455, C8 1.391, H38 1.129
8 C -0.215 2.178 -0.053  C7 1.391, N9 1.424, C29 1.472
9 N 1.196 2.087 0.114  C8 1.424, C10 1.394, C12 1.422
10 C 2.019 2.952 -0.605  C5 1.458, N9 1.394, O11 1.245
11 O 3.259 2.904 -0.502  C10 1.245
12 C 1.735 1.135 1.024  N9 1.422, C13 1.576, H39 1.087, H40 1.143
13 C 0.714 0.444 2.006  C12 1.576, N14 1.476, H41 1.095, H42 1.070
14 N -0.694 0.361 1.572  C13 1.476, C15 1.471, C29 1.439
15 C -1.669 -0.405 2.363  N14 1.471, C16 1.552, H43 1.071, H44 1.155
16 C -1.629 -1.844 1.783  C15 1.552, C17 1.462, C28 1.355
17 C -1.993 -2.165 0.404  C16 1.462, N18 1.309, H45 1.108
18 N -2.079 -3.471 0.396  C17 1.309, N19 1.341
19 N -1.655 -3.942 1.578  N18 1.341, C20 1.354, C28 1.318
20 C -1.505 -5.269 1.801  N19 1.354, C21 1.326, H46 1.068
21 C -1.081 -5.629 3.005  C20 1.326, C22 1.477, H47 1.085
22 C -0.817 -4.739 4.154  C21 1.477, C23 1.524, C27 1.369
23 C -0.274 -5.314 5.457  C22 1.524, F24 1.392, F25 1.306, F26 1.298
24 F -0.757 -4.517 6.490  C23 1.392
25 F -0.888 -6.441 5.698  C23 1.306
26 F 1.012 -5.255 5.620  C23 1.298
27 C -1.009 -3.422 3.838  C22 1.369, C28 1.496, H48 1.073
28 C -1.373 -2.995 2.451  C16 1.355, N19 1.318, C27 1.496
29 C -1.184 1.249 0.550  C8 1.472, N14 1.439, O30 1.207
30 O -2.281 1.231 0.048  C29 1.207
31 C 2.074 6.178 -2.586  N4 1.406, N32 1.259, H49 1.052
32 N 2.935 6.651 -3.373  C2 1.330, C31 1.259
33 H 4.883 5.685 -5.330  C1 1.024
34 H 5.509 6.911 -4.272  C1 1.090
35 H 5.872 5.260 -4.085  C1 1.001
36 H 3.910 3.577 -2.853  C3 1.086
37 H -0.285 4.942 -2.158  C6 1.072
38 H -1.832 3.447 -0.858  C7 1.129
39 H 2.003 0.399 0.270  C12 1.087
40 H 2.600 1.507 1.671  C12 1.143
41 H 0.718 0.979 2.962  C13 1.095
42 H 1.106 -0.541 2.151  C13 1.070
43 H -1.261 -0.468 3.351  C15 1.071
44 H -2.717 0.081 2.369  C15 1.155
45 H -2.321 -1.522 -0.436  C17 1.108
46 H -1.634 -6.133 1.188  C20 1.068
47 H -0.824 -6.669 3.171  C21 1.085
48 H -0.633 -2.661 4.495  C27 1.073
49 H 1.278 6.725 -2.170  C31 1.052



- The highest HOMO-LUMO gap belongs to which entry?
  C21H17F3N4OS



- The lowest energy above the lowest of the compared OMol25 structures with the same formula, charge and spin belongs to which entry?
  C21H17F3N4OS